1.
Entry from the OMol25 dataset: a single C9H16O5S molecule in a non-equilibrium geometry (wB97M-V/def2-TZVPD).

Cartesian coordinates (Å):
O: 3.314256 -2.232574 0.679304
C: 2.388580 -2.032129 -0.115075
O: 2.433265 -0.987415 -1.051537
C: 3.118200 0.184600 -0.538841
C: 2.463806 0.833707 0.754621
C: 1.199809 1.769888 0.478116
C: 0.193640 1.238989 -0.637163
C: -0.966352 0.272520 -0.045136
C: -1.614634 -0.633196 -1.227437
C: -2.431451 -1.903044 -0.675574
O: -2.412905 -2.050406 0.764760
S: -3.299583 -0.835032 1.543462
O: -2.479888 -0.448653 2.752476
O: -3.416765 0.517534 0.556460
C: -2.137513 1.235652 0.466937
H: 1.502188 -2.756385 -0.090976
H: 4.210535 -0.110386 -0.346581
H: 3.175610 0.963643 -1.378893
H: 3.271026 1.510485 1.214480
H: 2.224887 0.076080 1.582027
H: 1.515898 2.855246 0.300549
H: 0.603368 1.798986 1.461151
H: 0.679904 0.771850 -1.546899
H: -0.373549 2.161508 -1.026124
H: -0.492435 -0.349424 0.774661
H: -2.340978 0.060464 -1.781799
H: -0.761059 -0.931341 -1.917445
H: -3.492682 -1.960894 -1.110439
H: -1.900218 -2.830918 -1.092090
H: -2.335539 2.117773 -0.223120
H: -1.839421 1.692871 1.476125

Atoms 1-6, force components in eV/Å:
-2.53 0.65 -1.89
2.59 -0.29 1.25
-1.18 -1.06 1.73
1.63 0.92 0.33
0.34 0.55 0.27
-0.44 -0.43 0.60

- Molecular weight: 236.29 Da
- LUMO: 0.73 eV
- Net charge: 0

These are the natural (NBO) partial charges, in e, on atoms 1 to 2: O -0.5670; C 0.6262



2.
Entry from the OMol25 dataset: a molecular structure, C22H28ClF17NbO3 in a non-equilibrium geometry (wB97M-V/def2-TZVPD).

Cartesian coordinates (Å):
C: -0.518529 1.859944 -0.498783
C: -1.381924 0.658039 -1.279019
C: -0.287897 -0.150904 -2.193142
Nb: 1.093730 -1.327871 -0.742320
Cl: 0.288018 -3.545298 -1.597024
C: 2.771541 -1.365525 -2.297768
C: 2.235293 -1.278957 -3.851364
F: 2.411636 0.120281 -4.316782
O: -2.435386 1.356115 -2.027839
C: -3.134716 0.482864 -2.978994
C: -3.571846 -0.985168 -2.397176
C: -3.319498 -2.279180 -3.423898
C: -3.655649 -3.841234 -2.996830
C: -4.269506 -4.069161 -1.485261
C: -4.596298 -2.842539 -0.414645
C: -4.225268 -1.305652 -0.927695
H: 0.337573 2.253534 -1.231261
H: -0.106878 1.522195 0.545304
H: -1.276431 2.757667 -0.355571
H: -1.800813 -0.023077 -0.398631
H: -0.771701 -0.995712 -2.873200
H: 0.326855 0.577169 -2.882981
H: 2.204704 -2.274769 0.386306
H: -0.205160 -1.434822 0.527562
H: 1.713896 0.241141 -0.089297
H: 3.490941 -0.472443 -2.035739
H: 3.357818 -2.388333 -2.182562
H: 1.158338 -1.711500 -4.005050
H: 2.962386 -1.946846 -4.513399
H: -2.540169 0.412130 -4.004888
H: -4.150932 1.044381 -3.257274
H: -2.872568 -2.064176 -4.502107
H: -3.412006 -4.686122 -3.771324
H: -4.491780 -5.158411 -1.122501
H: -5.038028 -3.054829 0.668982
H: -4.404837 -0.398027 -0.188922
C: -5.112585 1.242345 5.403069
C: -3.913314 1.417250 4.458787
C: -4.256162 1.971280 3.080581
F: -5.091500 1.160039 2.392508
F: -3.133550 2.092390 2.320940
F: -3.241939 0.237996 4.366158
F: -3.045761 2.289124 5.065219
O: -5.662129 -0.075139 5.483366
C: -6.614527 -0.402386 4.472909
C: -6.149602 -1.549095 3.566816
F: -4.988400 -1.245971 2.934213
F: -7.063343 -1.809198 2.595119
F: -6.937083 0.716958 3.782339
F: -7.744466 -0.770447 5.135852
H: -4.740522 1.440624 6.415718
H: -5.886839 2.002179 5.244583
H: -4.712826 2.962587 3.153360
H: -5.989964 -2.465048 4.143951
C: 8.431418 2.522649 -0.449593
C: 7.659267 2.616353 0.875366
C: 7.665800 1.343482 1.714236
F: 7.083725 0.302835 1.075809
F: 6.961502 1.525055 2.864443
F: 6.390815 3.038229 0.624341
F: 8.241500 3.615712 1.612152
O: 7.647535 2.261933 -1.616540
C: 7.365931 0.886286 -1.868474
C: 5.867791 0.564623 -1.803594
F: 5.346150 0.859895 -0.586561
F: 5.639702 -0.758779 -2.011804
F: 8.106253 0.117760 -1.034716
F: 7.835148 0.636764 -3.121190
H: 8.858972 3.516651 -0.629483
H: 9.302531 1.860369 -0.382645
H: 8.683896 1.057050 1.993460
H: 5.311671 1.132739 -2.555600

Atoms 1-6, force components in eV/Å:
-1.02 0.60 -0.90
2.44 0.25 1.09
-0.95 0.69 -0.19
-0.75 -1.45 -2.56
0.30 0.81 0.34
0.82 -0.31 -0.73

- Molecular weight: 791.79 Da
- LUMO: 2.10 eV
- Net charge: -1

These are the Löwdin partial charges, in e, on atoms 1 to 2: C -0.1348; C -0.4572



3.
Entry from the OMol25 dataset: 10 unconnected molecules or ions with the total composition H19O10 in a non-equilibrium geometry (wB97M-V/def2-TZVPD).

Cartesian coordinates (Å):
O: 2.485097 -2.860729 0.363212
H: 1.584015 -2.769557 0.393818
H: -0.664856 -1.813547 -0.189922
O: -2.503850 -0.442185 -2.461609
H: -1.521940 -0.489337 -2.526298
H: 2.249481 -0.062362 1.248225
O: 1.465452 2.083390 -1.312441
H: -2.653037 -0.272814 -1.518189
H: 1.569133 1.237983 -0.843205
O: 1.515389 -0.799035 -2.455810
H: -1.035653 1.298942 1.162210
H: 2.798850 -1.992005 0.224643
O: -1.101939 0.686562 2.006369
H: 0.452438 -0.920255 0.631071
H: 1.753894 -0.353547 -1.718433
O: -3.193089 1.556847 0.643399
H: -4.035730 1.603839 0.999433
H: -2.758807 2.017153 1.358637
O: -0.816236 1.605814 -2.044496
H: -1.291457 1.890688 -1.240963
H: 0.868281 -2.095348 3.212842
O: 1.033010 -1.267762 3.768152
H: 0.492127 -0.632644 3.112298
H: -0.932555 -0.199968 1.837186
O: -0.013833 -1.822097 0.477167
H: 1.310674 2.531690 -0.528489
O: 1.659167 0.129505 0.449280
H: 1.358956 -0.076638 -3.029716
H: -0.072981 2.227429 -2.018361

Atoms 1-6, force components in eV/Å:
3.62 -2.26 0.29
-3.78 0.53 -0.02
-0.88 0.43 -1.25
0.62 -0.63 0.35
-0.93 0.35 0.05
-1.18 0.66 -1.80

- Molecular weight: 179.14 Da
- LUMO: 2.61 eV
- Net charge: -1

These are the natural (NBO) partial charges, in e, on atoms 1 to 2: O -0.9754; H 0.4841



4.
Entry from the OMol25 dataset: 2 unconnected molecules or ions with the total composition C3H10N2O2S in a non-equilibrium geometry (wB97M-V/def2-TZVPD).

Cartesian coordinates (Å):
N: -2.368501 -0.629082 -0.983801
C: -1.152313 -0.102779 -0.713239
O: -0.644279 0.762970 -1.391093
C: -0.503580 -0.660032 0.588008
N: -0.313832 -2.094363 0.563540
C: 0.716985 0.217269 0.881413
S: 1.719706 -0.528515 2.201971
H: -2.878162 -1.291524 -0.430474
H: -2.801043 -0.345929 -1.846745
H: -1.320158 -0.402543 1.276853
H: 0.651114 -2.275854 0.308244
H: -0.467374 -2.427354 1.507178
H: 0.433853 1.238841 1.108431
H: 1.278405 0.247181 -0.042981
H: 2.679330 0.399873 2.252473
O: 1.857265 2.519459 -1.451704
H: 1.058446 3.030048 -1.454212
H: 2.054138 2.342334 -2.373860

Atoms 1-6, force components in eV/Å:
-0.49 0.19 -0.66
0.29 -0.69 0.55
-0.02 0.10 -0.27
-0.99 1.50 -0.25
-0.08 0.28 0.11
0.16 -0.51 -0.33

- Molecular weight: 138.19 Da
- Structure (SMILES): NC(=O)[C@@H](N)CS.O
- LUMO: 0.77 eV
- Net charge: 0

These are the natural (NBO) partial charges, in e, on atoms 1 to 2: N -0.8212; C 0.6784



So what do the calculations give for gap between HOMO and LUMO? Going down the list: 10.75; 6.78; 8.17; 9.72 eV.
So what do the calculations give for highest occupied orbital energy? Going down the list: -10.02; -4.69; -5.57; -8.95 eV.
So what do the calculations give for ΔE to the lowest compared entry with this formula, charge and spin? Going down the list: 2.348; 9.311; 2.743; 0.815 eV.